1.
Computed, not measured: a structure of composition C31H41BFN12O3PTi, with ωB97M-V/def2-TZVPD.

Its maximum force is 0.007 hartree/bohr. For the relative energy (zero: lowest compared OMol25 entry of this formula, charge and spin), the calculation gives 0.0 kcal/mol. As for the gap between HOMO and LUMO (alpha / beta): 0.2820 / 0.3102 Ha. As for the multiplicity: 2. As for the expectation value of S²: 0.75. The charge is +3.

The geometry in XYZ format:
```
91
Properties=species:S:1:pos:R:3:mulliken_charge:R:1
Ti 0.7763 1.3066 1.3401 -0.261
C 1.9795 4.1585 -1.7790 -1.347
C 1.8318 2.8602 -1.3102 -0.616
N 1.3021 2.8633 -0.0810 1.003
N 1.0977 4.1604 0.2526 -0.148
C 1.4934 4.9501 -0.7498 -0.163
B 0.3761 4.5290 1.5800 0.343
N 1.2118 4.0007 2.7672 -0.386
C 1.6168 4.6412 3.8744 -0.219
C 2.0731 3.7055 4.7836 -1.477
C 1.8925 2.4825 4.1431 -0.659
N 1.3857 2.6703 2.9209 0.973
N -0.9769 3.7746 1.6001 -0.259
C -2.2197 4.2575 1.7130 -0.139
C -3.1142 3.2030 1.6568 -1.194
C -2.3138 2.0791 1.4964 -0.318
N -1.0242 2.4273 1.4658 0.770
H 2.3580 4.4828 -2.7321 0.488
H 2.0560 1.9251 -1.8009 0.653
H 1.3939 6.0204 -0.6713 0.504
H 0.2218 5.7069 1.6609 -0.061
H 1.5338 5.7133 3.9443 0.533
H 2.4432 3.8868 5.7771 0.501
H 2.0519 1.4808 4.5121 0.805
H -2.3866 5.3160 1.8238 0.489
H -4.1859 3.2492 1.7277 0.437
H -2.6007 1.0426 1.4116 0.493
C -2.2310 -5.8640 0.3782 -1.022
C -2.8791 -4.6786 1.0714 -1.005
N -2.1942 -3.4026 0.7589 0.166
C -1.3296 -2.9107 1.6329 -0.222
C -0.5996 -1.7539 1.4524 -0.317
C 0.3175 -1.3847 2.5797 0.051
O 0.4970 -2.1335 3.5036 -0.652
O 0.8954 -0.1978 2.4691 -0.336
C -0.7455 -1.0195 0.2517 1.688
O -0.1117 0.0488 -0.0166 -1.101
C -1.6963 -1.5609 -0.7136 0.976
C -1.9265 -0.8752 -1.9166 -0.396
C -2.8333 -1.3711 -2.8045 -0.141
F -3.0625 -0.7236 -3.9582 -0.342
C -3.5530 -2.5548 -2.5633 -1.580
C -3.3304 -3.2255 -1.3849 -0.941
C -2.4058 -2.7408 -0.4435 0.556
N -4.5043 -3.0718 -3.4978 0.388
C -3.9313 -3.4965 -4.7746 -0.475
C -4.9422 -4.3367 -5.5311 -0.867
N -6.2049 -3.5393 -5.7272 -0.140
C -6.7535 -3.0394 -4.4162 -0.879
C -5.6822 -2.2355 -3.7042 -0.466
H -2.7659 -6.7752 0.6421 0.399
H -1.1948 -5.9775 0.6961 0.346
H -2.2471 -5.7621 -0.7067 0.336
H -2.8338 -4.7907 2.1522 0.464
H -3.9314 -4.5708 0.8147 0.449
H -1.1930 -3.4671 2.5523 0.613
H -1.3898 0.0410 -2.1206 0.632
H -3.8871 -4.1336 -1.2103 0.440
H -3.0545 -4.1168 -4.5916 0.426
H -3.6143 -2.6456 -5.3941 0.400
H -5.2204 -5.2248 -4.9666 0.363
H -4.5728 -4.6258 -6.5127 0.422
H -6.9059 -4.1057 -6.2087 0.359
H -6.0108 -2.7408 -6.3375 0.401
H -7.0353 -3.9204 -3.8427 0.359
H -7.6363 -2.4401 -4.6291 0.426
H -6.0816 -1.9209 -2.7407 0.435
H -5.4566 -1.3266 -4.2824 0.397
C 6.1313 1.9772 2.6692 -0.752
N 5.7839 0.4778 2.5530 0.070
C 6.4311 -0.0595 1.2640 -0.712
N 6.0121 0.6983 0.1390 0.186
C 6.3596 2.1094 0.3131 -0.983
N 5.7296 2.6774 1.5032 0.186
C 4.2755 2.7876 1.3740 -1.070
P 3.4786 1.1320 1.1370 2.161
C 4.3000 0.2577 2.5503 -1.346
C 4.5998 0.5034 -0.1981 -1.285
H 7.2122 2.0214 2.8012 0.353
H 5.6265 2.3515 3.5593 0.398
H 6.1917 -0.0115 3.3520 0.353
H 6.1488 -1.1080 1.1784 0.381
H 7.5078 0.0267 1.4088 0.382
H 6.0439 2.6710 -0.5641 0.378
H 7.4425 2.1952 0.4083 0.326
H 4.0331 3.4205 0.5176 0.318
H 3.8604 3.2660 2.2634 0.451
H 4.1063 -0.8143 2.4924 0.417
H 3.8986 0.6239 3.4946 0.544
H 4.3837 1.0306 -1.1282 0.427
H 4.4076 -0.5568 -0.3750 0.467
```

---

2.
Computed, not measured: a cluster of 2 separate species, C33H34NO in total, with ωB97M-V/def2-TZVPD.

Its maximum force is 0.026 hartree/bohr. For the relative energy (zero: lowest compared OMol25 entry of this formula, charge and spin), the calculation gives 22.3 kcal/mol. As for the gap between HOMO and LUMO: 0.1342 Ha. The charge is +1.

The geometry in XYZ format:
```
69
Properties=species:S:1:pos:R:3:mulliken_charge:R:1
C 5.8559 0.2560 2.7915 -0.844
O 5.2363 1.2979 1.9948 -0.441
C 3.8903 1.4640 2.0494 0.739
C 3.3358 2.4110 1.1603 -0.605
C 1.9988 2.3753 0.8654 -0.545
C 1.1421 1.4110 1.4792 0.573
C -0.1900 1.2104 1.0021 -1.556
C -1.0559 0.2430 1.5630 1.090
N -2.3603 0.5233 1.7951 0.337
C -2.8593 1.8819 1.9831 -0.499
C -4.3926 1.7665 2.0590 -0.599
C -4.7354 0.2839 1.8988 -0.599
C -3.4096 -0.4815 1.9046 -0.535
C -0.5631 -1.1474 1.8204 -0.874
C 0.4455 -1.6186 0.9744 1.201
C 0.9108 -2.9218 1.0049 -0.704
C 0.4315 -3.7827 1.9981 -0.704
C -0.4710 -3.2955 2.9517 -0.826
C -0.9651 -1.9897 2.8837 -0.241
C 1.6772 0.7126 2.6007 -0.383
C 3.0271 0.7035 2.8795 -0.737
H 6.9101 0.3004 2.4934 0.243
H 5.7548 0.4841 3.8655 0.334
H 5.4484 -0.7432 2.5691 0.345
H 4.0221 3.0893 0.6451 0.520
H 1.5742 3.0547 0.1259 0.399
H -0.5944 1.9552 0.3120 0.402
H -2.4694 2.3270 2.9148 0.267
H -2.5252 2.5482 1.1755 0.283
H -4.7589 2.1595 3.0149 0.305
H -4.8445 2.3574 1.2589 0.292
H -5.3915 -0.0769 2.6966 0.348
H -5.2319 0.1047 0.9404 0.278
H -3.3482 -1.2237 1.0920 0.312
H -3.3225 -1.0414 2.8428 0.139
H 0.8429 -0.8756 0.2933 -0.257
H 1.6642 -3.2465 0.2797 0.492
H 0.7973 -4.8050 2.0503 0.426
H -0.7953 -3.9352 3.7716 0.429
H -1.6208 -1.6059 3.6634 0.512
H 1.0022 0.1607 3.2565 0.508
H 3.4248 0.1038 3.7013 0.407
C -4.1349 -2.1761 -4.4236 -1.394
C -2.8979 -1.6855 -3.7244 1.123
C -2.0234 -2.5925 -3.0986 -0.892
C -0.8712 -2.1421 -2.4772 -0.440
C -0.5260 -0.7522 -2.4579 1.194
C 0.7192 -0.3505 -1.9096 -0.855
C 1.5709 0.6966 -2.3318 1.025
C 2.8679 0.7654 -1.7294 -0.443
C 3.7685 1.7661 -2.0543 -0.643
C 3.4349 2.7210 -3.0300 -0.473
C 2.1941 2.6490 -3.6790 -0.863
C 1.2836 1.6421 -3.3648 -0.454
C -1.4733 0.1487 -3.0084 -0.373
C -2.6113 -0.3092 -3.6517 -1.246
H -4.6191 -1.3505 -4.9522 0.361
H -3.9194 -2.9609 -5.1567 0.365
H -4.8475 -2.5993 -3.7026 0.312
H -2.2552 -3.6673 -3.1386 0.410
H -0.1655 -2.8637 -2.0499 0.341
H 1.2454 -1.1125 -1.3272 0.580
H 3.1457 -0.0152 -1.0132 0.269
H 4.7347 1.8038 -1.5452 0.511
H 4.1571 3.4898 -3.2981 0.429
H 1.9481 3.3673 -4.4663 0.426
H 0.3762 1.5260 -3.9524 0.603
H -1.2892 1.2217 -2.9451 0.569
H -3.2999 0.3854 -4.1343 0.325
```